This record from the OMol25 dataset describes a 13-piece molecular cluster, C40H48BCl36NO9 overall. The level of theory is ωB97M-V with the def2-TZVPD basis set.

Results
2S+1	1
largest force on an atom	0.8	eV/Å
gap between HOMO and LUMO	8.078	eV

The geometry in XYZ format:
```
135
Properties=species:S:1:pos:R:3:mulliken_charge:R:1
C -3.093 -5.268 1.522 -1.50
C -2.689 -3.800 1.457 0.20
C -2.599 -3.161 2.864 -0.41
C -1.240 -2.547 3.159 -0.30
N -1.016 -1.261 2.477 0.21
C -1.069 -0.098 3.297 -0.70
C -2.065 0.055 4.265 0.33
C -2.124 1.189 5.065 0.67
O -3.075 1.420 6.009 -0.51
C -4.055 0.418 6.230 -0.91
C -5.167 0.363 5.175 0.32
C -5.163 1.516 4.192 -0.43
O -5.111 -0.901 4.500 -0.49
C -1.198 2.214 4.882 -1.40
C -0.232 2.078 3.904 1.26
C -0.130 0.922 3.118 0.17
C 0.987 0.870 2.136 -0.36
O 1.658 -0.118 1.952 -0.68
C 1.242 2.175 1.441 -0.06
C 1.592 2.260 0.094 0.83
C 1.772 1.022 -0.756 0.11
C 2.561 1.231 -2.061 0.81
C 3.463 0.043 -2.384 -1.11
C 2.768 -1.135 -3.024 -0.79
O 2.090 -0.625 -4.182 -0.12
C 1.388 -1.501 -4.904 0.55
C 0.814 -0.848 -6.115 -0.17
O 1.243 -2.661 -4.598 -0.65
C 1.747 3.530 -0.454 -0.51
C 1.593 4.700 0.281 -0.89
C 1.745 6.058 -0.347 -1.42
B 0.293 6.456 -0.825 0.62
O -0.496 7.343 -0.107 -0.53
O -0.203 5.907 -2.007 -0.54
C 1.279 4.595 1.639 0.84
O 1.179 5.755 2.353 -0.61
C 1.094 3.337 2.221 1.33
C 0.724 3.185 3.650 -1.04
O 1.119 3.922 4.529 -0.60
H -3.889 -5.384 2.257 0.39
H -3.485 -5.640 0.579 0.38
H -2.262 -5.887 1.851 0.36
H -1.735 -3.681 0.948 0.38
H -3.449 -3.257 0.899 -0.21
H -3.386 -2.424 3.011 0.09
H -2.777 -3.947 3.601 0.47
H -1.108 -2.389 4.226 -0.40
H -0.449 -3.230 2.846 0.59
H -1.642 -1.163 1.689 0.13
H -2.802 -0.728 4.356 0.31
H -4.503 0.678 7.183 0.48
H -3.611 -0.569 6.362 0.30
H -6.120 0.401 5.709 0.60
H -5.943 1.315 3.463 -0.23
H -5.371 2.469 4.669 0.40
H -4.232 1.557 3.636 -0.01
H -6.003 -1.104 4.204 0.29
H -1.252 3.101 5.493 0.62
H 2.281 0.278 -0.159 0.57
H 0.773 0.656 -1.003 -0.12
H 1.833 1.371 -2.855 -1.05
H 3.209 2.101 -2.001 0.57
H 3.990 -0.261 -1.482 0.52
H 4.214 0.383 -3.092 -0.02
H 2.074 -1.641 -2.358 0.37
H 3.515 -1.858 -3.348 0.50
H 0.406 0.112 -5.838 -0.03
H 0.055 -1.493 -6.537 0.09
H 1.619 -0.701 -6.831 0.23
H 2.000 3.627 -1.500 0.48
H 2.093 6.786 0.376 0.27
H 2.384 6.016 -1.229 0.44
H -1.261 6.889 0.261 0.26
H -0.725 5.112 -1.869 0.26
H 0.511 5.668 3.039 0.27
C -1.265 2.968 -5.402 -0.32
Cl -0.102 2.303 -4.253 0.23
Cl -0.962 2.384 -7.041 -0.05
Cl -2.922 2.587 -4.914 -0.14
H -1.155 4.044 -5.391 0.35
C 0.558 -3.123 7.181 -0.13
Cl -0.245 -1.710 6.503 0.00
Cl -0.514 -4.524 7.162 -0.13
Cl 2.041 -3.459 6.285 -0.12
H 0.820 -2.911 8.209 0.37
C 4.303 -6.386 6.502 0.27
Cl 5.363 -6.383 5.089 -0.08
Cl 2.827 -7.285 6.169 -0.12
Cl 5.136 -7.033 7.913 -0.13
H 4.032 -5.361 6.712 0.07
C 5.902 -9.278 2.828 0.61
Cl 6.868 -9.239 1.357 -0.11
Cl 4.409 -10.187 2.580 -0.14
Cl 6.816 -9.934 4.184 -0.12
H 5.631 -8.260 3.072 -0.24
C -8.108 0.448 1.202 -0.14
Cl -7.439 -1.153 0.885 -0.10
Cl -8.465 0.638 2.924 -0.13
Cl -7.004 1.703 0.648 -0.04
H -9.037 0.541 0.657 0.38
C -3.123 -0.067 -1.568 -0.38
Cl -1.513 -0.173 -2.272 0.02
Cl -3.804 -1.673 -1.306 -0.11
Cl -3.113 0.849 -0.059 0.01
H -3.759 0.457 -2.269 0.40
C -6.345 5.706 -0.287 -0.06
Cl -6.532 6.246 1.380 -0.12
Cl -5.226 4.344 -0.382 -0.03
Cl -7.905 5.284 -0.992 -0.11
H -5.927 6.522 -0.861 0.34
C 6.917 2.607 -3.140 -0.01
Cl 7.640 4.152 -3.583 -0.12
Cl 6.448 2.590 -1.437 -0.12
Cl 5.510 2.301 -4.157 -0.07
H 7.652 1.829 -3.294 0.32
C 3.281 6.101 -6.094 -0.14
Cl 4.945 5.706 -5.675 -0.08
Cl 2.208 4.753 -5.700 -0.04
Cl 2.757 7.583 -5.299 -0.12
H 3.232 6.257 -7.163 0.33
C 0.439 1.061 -10.663 -0.10
Cl 1.025 2.706 -10.418 -0.11
Cl 0.752 0.067 -9.240 -0.05
Cl -1.279 1.060 -11.058 -0.12
H 0.977 0.633 -11.498 0.36
C -0.062 -4.645 -6.642 0.38
Cl -1.348 -3.509 -7.056 -0.17
Cl -0.682 -6.294 -6.554 -0.15
Cl 1.260 -4.529 -7.805 -0.14
H 0.323 -4.363 -5.670 0.08
C 6.014 -5.362 -0.198 0.03
Cl 6.652 -6.616 -1.258 -0.12
Cl 6.214 -5.792 1.503 -0.06
Cl 6.776 -3.808 -0.538 -0.12
H 4.955 -5.265 -0.393 0.27
```

This record from the OMol25 dataset describes C28H16BF9FeO3 as an isolated structure at a distorted geometry. The level of theory is ωB97M-V with the def2-TZVPD basis set.

Results
2S+1	5
largest force on an atom	5.3	eV/Å
gap between HOMO and LUMO (alpha / beta)	5.536 / 2.945	eV
expectation value of S²	6.1176

The geometry in XYZ format:
```
58
Properties=species:S:1:pos:R:3:lowdin_spin:R:1
O 5.261 0.214 1.371 0.03
C 4.681 1.049 0.825 0.07
Fe 3.831 2.603 0.316 1.31
C 5.223 3.693 0.313 0.02
O 6.149 4.313 0.689 -0.01
C 3.568 3.017 2.010 -0.02
O 3.621 3.339 3.130 0.00
C 0.718 1.059 0.074 0.22
C 0.368 2.436 0.733 0.02
C 0.918 3.821 0.251 0.01
C 2.424 3.995 0.037 -0.03
C 2.965 3.545 -1.230 0.08
C 2.710 2.156 -1.519 0.01
C 2.042 1.206 -0.690 0.42
H 0.978 0.343 0.895 0.02
H -0.697 2.418 0.452 0.00
H 0.482 2.499 1.847 0.00
H 0.372 4.120 -0.661 0.00
H 0.613 4.623 0.957 0.00
H 2.793 4.971 0.381 0.00
H 3.469 4.225 -1.913 0.01
H 3.097 1.821 -2.476 0.01
H 2.542 0.239 -0.795 0.01
F -4.073 0.090 -4.936 0.01
C -3.389 -0.045 -3.742 0.05
C -4.106 -0.080 -2.550 -0.01
C -3.401 -0.353 -1.373 0.04
F -4.124 -0.191 -0.218 0.01
C -2.022 -0.657 -1.302 0.05
B -1.183 -1.023 0.004 0.38
C -2.082 -1.312 1.288 0.22
C -2.231 -0.408 2.336 0.08
F -1.606 0.819 2.247 0.02
C -2.989 -0.601 3.500 0.02
C -3.676 -1.815 3.613 0.11
F -4.490 -2.009 4.716 0.04
C -3.598 -2.792 2.628 -0.01
C -2.821 -2.508 1.502 0.10
F -2.842 -3.455 0.516 0.02
C -0.295 -2.327 -0.231 0.20
C 0.788 -2.596 0.619 0.08
F 0.975 -1.766 1.717 0.02
C 1.694 -3.644 0.488 0.00
C 1.459 -4.576 -0.537 0.10
F 2.275 -5.674 -0.657 0.03
C 0.354 -4.440 -1.395 0.00
C -0.475 -3.340 -1.204 0.08
F -1.563 -3.325 -2.037 0.02
H -0.164 0.255 0.124 0.08
C -1.383 -0.524 -2.549 0.05
F -0.008 -0.631 -2.562 0.02
C -2.001 -0.228 -3.763 -0.01
H -5.181 0.110 -2.506 0.00
H -3.047 0.176 4.261 0.00
H -4.143 -3.752 2.700 0.00
H 2.531 -3.758 1.165 0.00
H 0.125 -5.177 -2.163 0.00
H -1.434 -0.149 -4.692 0.00
```

This record from the OMol25 dataset describes a 2-piece molecular cluster, C14H16O2 overall at a distorted geometry. The level of theory is ωB97M-V with the def2-TZVPD basis set.

Results
2S+1	1
energy above the lowest of the compared OMol25 structures with the same formula, charge and spin	3.211	eV
largest force on an atom	4.9	eV/Å
gap between HOMO and LUMO	8.596	eV
structure (SMILES)	Cc1ccc(O)cc1.Cc1ccc(O)cc1

The geometry in XYZ format:
```
32
Properties=species:S:1:pos:R:3:mulliken_charge:R:1
C -2.134 3.461 -0.702 -1.26
C -1.368 2.304 -1.239 0.75
C -1.588 1.687 -2.550 -0.88
C -0.569 0.959 -3.105 -0.50
C 0.617 0.700 -2.319 0.83
O 1.629 0.168 -2.969 -0.57
C 0.617 0.953 -0.992 -0.26
C -0.261 2.032 -0.552 -0.66
H -2.930 3.605 -1.436 0.31
H -1.756 4.463 -0.282 0.29
H -2.751 2.949 0.177 0.26
H -2.566 1.868 -2.949 0.35
H -0.515 0.638 -4.099 0.29
H 1.472 0.078 -4.030 0.36
H 1.308 0.560 -0.238 0.20
H -0.212 2.279 0.486 0.46
C 0.220 0.283 3.034 -1.67
C 0.669 -0.982 2.271 0.55
C 1.791 -1.156 1.360 -0.46
C 1.926 -2.264 0.578 -0.46
C 0.987 -3.300 0.780 0.47
O 1.118 -4.426 -0.027 -0.59
C -0.076 -3.218 1.592 -0.53
C -0.172 -2.073 2.377 -0.20
H 0.963 0.960 3.244 0.47
H -0.070 -0.107 4.018 0.46
H -0.585 0.802 2.534 0.27
H 2.521 -0.357 1.414 0.45
H 2.889 -2.280 0.012 0.32
H 0.663 -4.390 -0.905 0.32
H -0.781 -4.187 1.543 0.25
H -1.054 -2.010 2.971 0.38
```